#one
Below is C3H4O3 in the gas phase, with properties calculated with wB97M-V/def2-TZVPD.

Structure (XYZ):
```
10
C3H4O3 wB97M-V/def2-TZVPD
O 0.0539 -0.7815 -1.6311
C 0.1490 0.1614 -0.5833
C 0.7072 -0.5492 0.6381
O 1.8269 -0.4224 1.0486
C -0.9945 0.9958 0.2501
O -0.7096 0.9665 1.4286
H -0.0083 -1.6856 -1.2796
H 0.8524 0.9156 -0.9547
H -0.0314 -1.2819 1.0471
H -1.8455 1.6814 0.0362
```

Computed properties:
Highest occupied orbital energy ... -9.8 eV
Total charge ... 0
2S+1 ... 1

---

#two
Below is C3H4O3 in the gas phase, with properties calculated with wB97M-V/def2-TZVPD.

Structure (XYZ):
```
10
C3H4O3 wB97M-V/def2-TZVPD
O 2.7916 -0.0069 -0.2424
C 1.6050 -0.0038 -0.1300
O 0.7239 1.2148 -0.1186
C -0.6402 0.8709 -0.0877
C -0.6230 -0.8682 0.1919
O 0.7294 -1.2183 0.0212
H -1.1876 1.3202 0.7572
H -1.1358 1.0773 -1.0547
H -0.9726 -1.0640 1.2225
H -1.2908 -1.3220 -0.5594
```

Computed properties:
Highest occupied orbital energy ... -11.2 eV
Total charge ... 0
2S+1 ... 1

---

#three
Below is 2 unconnected molecules or ions with the total composition C3H4O3, with properties calculated with wB97M-V/def2-TZVPD.

Structure (XYZ):
```
10
C3H4O3 wB97M-V/def2-TZVPD
C 1.3895 -1.2174 0.6426
C -0.5753 0.9404 -0.1989
C -1.4418 0.1046 -0.7508
O 0.3329 0.5428 0.7491
O 2.3738 -0.5245 0.6242
O 0.6925 -2.1378 0.6227
H 1.4191 0.7551 0.6557
H -0.5913 2.0103 -0.3759
H -1.4365 -0.9461 -0.5073
H -2.1630 0.4726 -1.4614
```

Computed properties:
Highest occupied orbital energy ... -9.6 eV
Total charge ... 0
2S+1 ... 1

---

Which is the most stable structure? #two is the most stable.

---

#one
Below is C3H4O3 in the gas phase, with properties calculated with wB97M-V/def2-TZVPD.

Structure (XYZ):
```
10
C3H4O3 wB97M-V/def2-TZVPD
O -0.4425 -1.2897 -0.5864
C 0.1298 0.0124 -0.5320
C 1.1484 -0.2835 0.5537
O 0.7417 -0.5697 1.6596
C -0.9504 1.0226 -0.1491
O -1.1152 2.0739 -0.7130
H -0.5456 -1.5013 0.3639
H 0.5588 0.2936 -1.4994
H 2.1966 -0.4477 0.2550
H -1.6118 0.6863 0.6749
```

Computed properties:
Highest occupied orbital energy ... -10.1 eV
Total charge ... 0
2S+1 ... 1

---

#two
Below is a molecular structure, C3H4O3, with properties calculated with wB97M-V/def2-TZVPD.

Structure (XYZ):
```
10
C3H4O3 wB97M-V/def2-TZVPD
O -0.5461 -0.3287 -2.5525
C -0.3434 -0.2859 -1.3799
O -0.1896 -1.3909 -0.5594
C 0.5592 -1.3197 0.5784
C -0.1844 0.8624 0.7480
O -0.3414 0.8676 -0.6529
H -0.0469 -0.2483 1.2419
H 1.5224 -0.8213 0.3117
H -1.1131 1.1983 1.2294
H 0.6832 1.4664 1.0353
```

Computed properties:
Highest occupied orbital energy ... -9.6 eV
Total charge ... 0
2S+1 ... 1

---

#three
Below is C3H4O3 in the gas phase, with properties calculated with wB97M-V/def2-TZVPD.

Structure (XYZ):
```
10
C3H4O3 wB97M-V/def2-TZVPD
O 1.1637 1.0753 -0.8312
C 0.2695 0.2171 -0.3086
C -0.8502 -0.2232 -0.9466
O -1.1889 -1.4775 -0.5909
C 0.2696 0.0994 1.1540
O 1.0634 0.7666 1.8002
H 1.6394 1.4201 -0.0527
H -0.3143 -1.7154 -0.2077
H -1.4939 0.2912 -1.6544
H -0.5584 -0.4537 1.6380
```

Computed properties:
Highest occupied orbital energy (alpha / beta) ... -8.7 / -8.7 eV
Total charge ... 0
2S+1 ... 1

---

#four
Below is C3H4O3 in the gas phase, with properties calculated with wB97M-V/def2-TZVPD.

Structure (XYZ):
```
10
C3H4O3 wB97M-V/def2-TZVPD
C 0.0229 -0.7619 0.4409
C 0.7157 0.9804 -0.9858
C -0.5466 1.3894 -0.2332
H 1.6993 1.3815 -0.4640
H 0.5897 1.2185 -2.0271
H -0.3400 2.3919 0.2895
H -1.4802 1.3958 -0.9042
O -0.0903 -1.7390 1.0653
O 0.7385 -0.5624 -0.7093
O -0.8508 0.2969 0.6158
```

Computed properties:
Highest occupied orbital energy ... -11.2 eV
Total charge ... 0
2S+1 ... 1

---

Which is the most stable structure? #four is the most stable.

---

#one
Below is C2H4N2OS2 in the gas phase, with properties calculated with wB97M-V/def2-TZVPD.

Structure (XYZ):
```
11
C2H4N2OS2 wB97M-V/def2-TZVPD
C -0.4562 1.4728 -0.3348
C 0.1564 -0.7483 -0.4908
N -0.7069 0.3640 -0.7601
N -0.4788 -1.9737 -0.3466
O 0.4828 2.7810 1.8088
S 1.2675 -0.1398 1.2537
S 0.9915 1.8391 0.7560
H -1.2183 2.2671 -0.6108
H 1.0541 -0.8344 -1.2767
H 0.0881 -2.7950 -0.4445
H -1.1801 -2.2326 0.4459
```

Computed properties:
Highest occupied orbital energy ... -8.8 eV
Total charge ... 0
2S+1 ... 1

---

#two
Below is C2H4N2OS2 in the gas phase, with properties calculated with wB97M-V/def2-TZVPD.

Structure (XYZ):
```
11
C2H4N2OS2 wB97M-V/def2-TZVPD
C 1.4630 -0.3515 -0.2119
C -0.8315 0.0850 0.6809
H 1.1809 1.6269 -0.8112
H 2.8249 1.1556 -0.6604
H -0.3388 0.7679 1.3392
H -3.8506 -0.8319 -0.0938
N 1.8206 0.8835 -0.4311
N -2.0526 -0.0287 0.7031
O 0.0690 -0.5636 -0.2898
S 2.3853 -1.6317 0.1775
S -2.6702 -1.1116 -0.4025
```

Computed properties:
Highest occupied orbital energy ... -8.7 eV
Total charge ... 0
2S+1 ... 1

---

#three
Below is C2H4N2OS2 in the gas phase, with properties calculated with wB97M-V/def2-TZVPD.

Structure (XYZ):
```
11
C2H4N2OS2 wB97M-V/def2-TZVPD
C -0.6373 0.4419 0.0047
C 1.6802 -0.6402 0.0013
H -2.7947 -1.3893 0.0075
H 0.4264 2.1829 -0.2296
H 2.0065 -0.8973 1.0506
H 2.2848 -1.1476 -0.7145
N -1.8410 0.8157 0.1445
N 0.4576 1.2823 0.2062
O 1.6530 0.6990 -0.3507
S -3.1878 -0.1197 -0.1316
S -0.0477 -1.2276 0.0116
```

Computed properties:
Highest occupied orbital energy ... -8.4 eV
Total charge ... 0
2S+1 ... 1

---

Which is the most stable structure? #two is the most stable.

---

#one
Below is a molecular structure, C2H4N2OS2, with properties calculated with wB97M-V/def2-TZVPD.

Structure (XYZ):
```
11
C2H4N2OS2 wB97M-V/def2-TZVPD
C 0.0045 -0.4676 0.1229
C -1.5147 0.2343 0.0855
H 2.5589 -0.8210 -0.6806
H 2.9580 -0.0251 0.9385
H 0.8095 1.3903 -0.3691
H -3.8127 -0.0704 0.0657
N 2.3376 0.1468 -0.1974
N 1.0001 0.4537 -0.0661
O 0.1380 -1.6440 0.1791
S -2.7940 -1.0449 -0.1140
S -1.6854 1.8480 0.0355
```

Computed properties:
Highest occupied orbital energy ... -9.1 eV
Total charge ... 0
2S+1 ... 1

---

#two
Below is C2H4N2OS2 in the gas phase, with properties calculated with wB97M-V/def2-TZVPD.

Structure (XYZ):
```
11
C2H4N2OS2 wB97M-V/def2-TZVPD
C -0.5107 -0.7956 -0.0289
C 1.7716 0.0948 0.2123
H -1.7019 0.8273 -0.5944
H -2.3409 -0.8867 -0.6009
H -0.5470 1.7177 0.7205
H 1.9929 1.2116 0.7800
N -1.6476 -0.2494 -0.4415
N 0.4583 0.1567 0.2278
O 0.0911 1.4725 -0.1083
S -0.3534 -2.4647 0.1217
S 2.7874 -1.0842 -0.2883
```

Computed properties:
Highest occupied orbital energy ... -8.1 eV
Total charge ... 0
2S+1 ... 1

---

#three
Below is C2H4N2OS2 in the gas phase, with properties calculated with wB97M-V/def2-TZVPD.

Structure (XYZ):
```
11
C2H4N2OS2 wB97M-V/def2-TZVPD
C 1.0926 -0.3818 0.3008
C -0.4765 -0.6084 -1.9939
H -0.3937 -0.3443 2.5047
H 1.6192 -0.7756 -0.5537
H -0.1571 -1.5292 -2.2615
H -1.3819 1.4632 -1.4732
N 1.7096 -0.2720 1.3401
N -0.8583 0.2479 -2.9093
O -1.4560 1.2833 -2.4170
S 0.8841 0.3114 2.7685
S -0.7400 -0.4970 -0.1271
```

Computed properties:
Highest occupied orbital energy ... -9.5 eV
Total charge ... 0
2S+1 ... 1

---

#four
Below is 2 unconnected molecules or ions with the total composition C2H4N2OS2, with properties calculated with wB97M-V/def2-TZVPD.

Structure (XYZ):
```
11
C2H4N2OS2 wB97M-V/def2-TZVPD
C 1.6723 -0.3931 0.2073
C -2.2422 -0.8411 -0.5371
H -0.4572 1.5569 0.9704
H 2.6159 1.4842 0.0981
H -2.8058 -1.9973 -0.3081
H -2.9702 0.0238 -1.0066
N 1.6344 1.0293 0.2402
N -0.9520 -0.3190 -0.0027
O 0.4287 1.8373 -0.0023
S 2.9719 -1.0927 -0.2788
S 0.1040 -1.2883 0.6196
```

Computed properties:
Highest occupied orbital energy ... -8.6 eV
Total charge ... 0
2S+1 ... 1

---

Which is the most stable structure? #one is the most stable.

---

#one
Below is C23H21N3O5S in the gas phase, with properties calculated with wB97M-V/def2-TZVPD.

Structure (XYZ):
```
53
C23H21N3O5S wB97M-V/def2-TZVPD
C -1.8113 2.5627 1.4508
C -1.8252 1.8015 2.7441
C -0.9349 2.1205 3.7596
C -0.9180 1.4215 4.9538
C -1.8140 0.3861 5.1548
C -2.7177 0.0553 4.1628
C -2.7263 0.7521 2.9598
N -3.6436 0.3584 1.9752
S -3.6447 -1.2555 1.5129
O -4.2112 -2.0628 2.5474
O -4.2339 -1.2827 0.2100
C -1.8835 -1.5755 1.4177
C -1.1676 -0.9871 0.4067
C 0.2250 -1.0805 0.3862
C 0.8698 -1.7952 1.4105
C 0.1194 -2.3984 2.4283
C -1.2512 -2.2801 2.4344
H -1.8563 -2.7260 3.2066
H 0.6270 -2.9454 3.2089
N 2.2347 -1.8883 1.3974
C 2.9728 -1.3233 0.4132
C 2.4242 -0.6476 -0.6251
C 0.9868 -0.4030 -0.6809
O 0.4411 0.3128 -1.5069
C 3.3408 0.0330 -1.5984
O 4.2464 0.7401 -1.1884
N 3.1187 -0.1949 -2.9076
C 2.1447 -1.1265 -3.4219
H 1.1852 -0.6400 -3.6096
H 1.9932 -1.9403 -2.7139
H 2.5205 -1.5410 -4.3580
C 3.8187 0.6140 -3.8825
C 2.8773 1.5148 -4.6177
C 1.7117 2.1072 -4.2329
C 1.2615 2.8483 -5.3545
C 2.1853 2.6510 -6.3306
O 3.1683 1.8393 -5.8967
H 2.2601 3.0135 -7.3364
H 0.3732 3.4424 -5.4177
H 1.2314 2.0149 -3.2802
H 4.3418 -0.0254 -4.6030
H 4.5620 1.1999 -3.3296
H 4.0447 -1.4391 0.4858
H 2.6922 -2.3793 2.1524
H -1.6687 -0.4553 -0.3881
H -3.6765 0.9539 1.1621
H -3.4290 -0.7432 4.2971
H -1.8155 -0.1608 6.0855
H -0.2110 1.6889 5.7245
H -0.2353 2.9294 3.6054
H -1.0744 3.3605 1.4937
H -2.7847 3.0106 1.2500
H -1.5520 1.9104 0.6161
```

Computed properties:
Highest occupied orbital energy ... -8.4 eV
Total charge ... 0
2S+1 ... 1

---

#two
Below is C23H21N3O5S in the gas phase, with properties calculated with wB97M-V/def2-TZVPD.

Structure (XYZ):
```
53
C23H21N3O5S wB97M-V/def2-TZVPD
C 2.2381 3.9812 -3.3984
H 3.0797 4.6678 -3.4787
O 2.7514 2.8215 -2.7841
C 1.8930 1.8003 -2.5079
C 2.4296 0.7316 -1.7864
C 1.6356 -0.3282 -1.4183
C 0.2876 -0.3658 -1.7772
C -0.2360 0.6888 -2.5159
C 0.5524 1.7651 -2.8757
H 0.1086 2.5760 -3.4305
H -1.2794 0.6864 -2.7901
C -0.5309 -1.4947 -1.3602
C -1.6852 -1.9378 -1.9442
S -2.3018 -3.3231 -1.1453
C -0.9301 -3.2114 -0.0392
N -0.1299 -2.2453 -0.2952
N -0.7643 -4.1338 0.9780
C -0.7344 -3.9534 2.3352
O -0.4227 -4.8741 3.0535
C -1.1992 -2.6183 2.8975
C -2.5798 -2.2277 2.3687
C -2.3595 -1.0001 1.4992
O -3.1921 -0.5429 0.7484
N -1.1081 -0.5255 1.7377
C -0.5618 0.6653 1.2352
C 0.7663 0.9863 1.4940
C 1.3183 2.1688 1.0208
C 0.5348 3.0653 0.2946
C -0.7872 2.7384 0.0319
C -1.3321 1.5579 0.4886
H -2.3591 1.3278 0.2681
H -1.3839 3.4334 -0.5367
O 1.0310 4.2634 -0.1654
C 2.2201 4.6460 0.4900
C 3.1928 3.4698 0.5493
H 3.4122 3.1335 -0.4712
O 2.6376 2.4099 1.3006
H 4.1198 3.7505 1.0523
H 1.9907 4.9816 1.5111
H 2.6389 5.4746 -0.0829
H 1.4221 0.3418 2.0523
C -0.2997 -1.4166 2.5501
H 0.5809 -1.7331 1.9840
H 0.0252 -0.8996 3.4584
H -3.2548 -1.9407 3.1776
H -3.0743 -3.0160 1.8017
H -1.2197 -2.7683 3.9796
H -0.5940 -5.0932 0.6959
H -2.1954 -1.5443 -2.7985
H 2.0479 -1.1450 -0.8474
H 3.4737 0.7618 -1.5159
H 1.8517 3.7681 -4.3997
H 1.4522 4.4347 -2.7866
```

Computed properties:
Highest occupied orbital energy ... -7.7 eV
Total charge ... 0
2S+1 ... 1

---

Which is the most stable structure? #two is the most stable.

---

#one
Below is a molecular structure, C3H3NO2S, with properties calculated with wB97M-V/def2-TZVPD.

Structure (XYZ):
```
10
C3H3NO2S wB97M-V/def2-TZVPD
C 0.0080 0.2041 -0.0214
C -0.1192 -1.5941 1.2111
C 0.1364 0.9616 -1.2685
N -0.1403 0.8203 1.1718
O -0.1297 -2.7592 1.3907
O 0.1346 -1.0801 -0.0222
S -0.2751 -0.2575 2.3402
H -0.9297 1.2014 -1.6355
H 0.7578 0.4617 -2.1098
H 0.5572 2.0418 -1.0565
```

Computed properties:
Highest occupied orbital energy ... -9.0 eV
Total charge ... 0
2S+1 ... 1

---

#two
Below is C3H3NO2S in the gas phase, with properties calculated with wB97M-V/def2-TZVPD.

Structure (XYZ):
```
10
C3H3NO2S wB97M-V/def2-TZVPD
C 1.0883 -0.8547 -0.3210
C 1.0052 0.6341 0.1098
C -1.5405 0.1132 -0.0456
N 0.1968 -1.6412 -0.5497
O -2.1677 -0.2133 1.0899
O -2.8625 -0.0129 -0.1582
S -0.5568 1.4058 -0.4426
H 2.1337 -0.9770 -0.4048
H 0.8991 0.4509 1.1856
H 1.8044 1.0951 -0.4635
```

Computed properties:
Highest occupied orbital energy (alpha / beta) ... -8.5 / -8.5 eV
Total charge ... 0
2S+1 ... 1

---

Which is the most stable structure? #one is the most stable.